{"formula": "C9H14N4O4", "method": "ωB97M-V with the def2-TZVPD basis set", "species": ["N", "C", "C", "O", "C", "O", "N", "C", "C", "C", "C", "N", "C", "N", "C", "O", "O", "H", "H", "H", "H", "H", "H", "H", "H", "H", "H", "H", "H", "H", "H"], "coordinates": [[2.3796, 1.6221, 0.9547], [0.9278, 1.6127, 0.7960], [0.4830, 1.6295, -0.6340], [0.9899, 2.8723, -1.0606], [0.3307, 0.4769, 1.6606], [-0.1528, 0.8503, 2.7278], [0.7705, -0.8247, 1.6601], [0.7869, -1.7897, 0.5659], [-0.6563, -2.1391, 0.1514], [-1.6185, -1.0421, -0.1802], [-1.8998, -0.4860, -1.3765], [-2.8937, 0.5066, -1.1284], [-3.0765, 0.5023, 0.1924], [-2.3559, -0.3769, 0.8174], [1.6764, -1.4688, -0.6237], [2.7834, -0.8868, -0.6462], [1.2474, -2.0251, -1.7540], [2.5949, 1.7624, 1.9079], [2.8931, 0.8413, 0.5281], [0.5580, 2.4863, 1.3676], [0.8674, 0.7649, -1.1926], [-0.6539, 1.6771, -0.6985], [0.7954, 3.0335, -1.9816], [0.5494, -1.1784, 2.5695], [1.2116, -2.7156, 1.0079], [-0.5960, -2.8156, -0.6851], [-1.1246, -2.7402, 0.9776], [-1.5425, -0.7065, -2.3730], [-3.3743, 1.0767, -1.8221], [-3.7692, 1.1463, 0.6698], [1.8686, -1.6658, -2.3984]], "forces_ev_per_angstrom": [[-0.4, -0.1, -1.5], [0.1, -1.1, 0.9], [-1.2, 1.1, 0.1], [0.3, 0.4, -0.7], [0.8, 1.2, 2.1], [-0.3, -0.1, -0.5], [0.7, -0.2, -1.4], [-0.8, 0.3, 0.9], [-0.8, -1.1, 0.5], [0.1, 0.9, 1.0], [-1.3, 0.8, -0.8], [1.4, -1.0, -1.6], [-0.1, -0.2, 0.7], [0.6, -0.9, -0.3], [3.3, 1.1, 0.2], [-3.0, -1.2, 0.6], [-0.6, 0.2, -0.2], [0.5, 0.0, 1.0], [-0.6, 0.4, 0.5], [0.0, -0.3, -0.8], [-0.1, 0.3, -0.1], [1.3, -0.5, 0.2], [-0.1, -0.1, -0.3], [-0.2, -0.6, 0.2], [0.0, 0.4, -0.4], [-0.1, -0.3, -0.3], [0.5, 0.6, -0.6], [-0.1, 0.1, 0.1], [0.3, -0.3, 0.5], [-0.5, 0.5, 0.3], [0.3, -0.3, -0.5]], "nbo_charge": [-0.823, -0.155, -0.066, -0.710, 0.665, -0.617, -0.632, -0.146, -0.439, 0.068, -0.106, -0.540, 0.191, -0.454, 0.783, -0.615, -0.671, 0.364, 0.393, 0.239, 0.154, 0.170, 0.464, 0.409, 0.252, 0.234, 0.235, 0.222, 0.424, 0.200, 0.506], "homo_energy_ev": -8.407, "e_tot_ev": -23710.018, "smiles": "N[C@@H](CO)C(=O)N[C@@H](Cc1c[nH]cn1)C(=O)O", "e_above_lowest_kj_mol": 185.1, "gap_ev": 8.72}